{"formula": "C35H101N7O14", "method": "ωB97M-V/def2-TZVPD", "symbols": ["O", "O", "O", "O", "O", "O", "O", "O", "O", "O", "O", "O", "O", "O", "N", "N", "N", "N", "N", "N", "N", "C", "C", "C", "C", "C", "C", "C", "C", "C", "C", "C", "C", "C", "C", "C", "C", "C", "C", "C", "C", "C", "C", "C", "C", "C", "C", "C", "C", "C", "C", "C", "C", "C", "C", "C", "H", "H", "H", "H", "H", "H", "H", "H", "H", "H", "H", "H", "H", "H", "H", "H", "H", "H", "H", "H", "H", "H", "H", "H", "H", "H", "H", "H", "H", "H", "H", "H", "H", "H", "H", "H", "H", "H", "H", "H", "H", "H", "H", "H", "H", "H", "H", "H", "H", "H", "H", "H", "H", "H", "H", "H", "H", "H", "H", "H", "H", "H", "H", "H", "H", "H", "H", "H", "H", "H", "H", "H", "H", "H", "H", "H", "H", "H", "H", "H", "H", "H", "H", "H", "H", "H", "H", "H", "H", "H", "H", "H", "H", "H", "H", "H", "H", "H", "H", "H", "H"], "positions_angstrom": [[6.57680, 4.41273, 1.84925], [-0.58998, 1.21419, -0.32521], [-6.16964, -4.77899, 4.52632], [2.52886, -4.81241, 1.53971], [-0.97604, 7.94983, -6.34683], [4.97062, 0.65905, -5.79784], [10.09655, -3.66223, -3.07539], [-8.13647, -8.31326, 1.52764], [-8.79213, -3.69640, 5.28331], [-5.35367, -0.25565, -7.26146], [-7.27006, 0.97299, -5.28197], [-0.14608, 7.64205, 6.02127], [-2.97203, -4.56674, -4.31555], [1.04962, -1.21633, 9.77012], [7.02128, 2.85407, -8.03731], [-11.00422, -10.16093, 2.96916], [-1.89611, -2.21490, 0.43106], [7.93456, -4.89993, -0.28464], [0.41974, 8.85681, -9.59278], [3.36928, 1.59657, 9.70844], [-1.90701, 5.81975, 3.23912], [-1.08782, 8.47846, -7.61892], [-1.36075, -0.61611, 2.26557], [11.20607, -4.10255, -3.85734], [-6.11106, 0.23395, -5.01739], [4.13220, -0.49287, -5.93685], [8.13079, -2.70412, -0.95873], [-1.83934, -4.66618, -5.13952], [-7.67694, -8.06098, 0.17125], [-0.15865, 7.62372, 3.02001], [2.19832, -0.49997, 9.18494], [2.37774, -5.06876, 2.91286], [-6.51321, -4.24362, 5.81065], [9.75457, -4.51014, -1.95111], [0.05854, 1.71718, -1.58136], [-0.63579, -0.21604, -0.19901], [0.82060, -2.40886, 9.08488], [-9.40702, -8.94422, 1.44821], [-7.53611, -3.16472, 5.64324], [5.60802, 1.05545, -7.03307], [5.69002, 3.49801, 1.24924], [-2.26536, 7.95668, -5.65122], [-8.68037, -10.30891, 3.58472], [1.18297, 9.62885, -7.45843], [8.29814, -4.13946, -1.45040], [-0.54816, 8.44694, 7.07693], [2.08222, 0.95510, 9.79741], [-5.00255, 0.44776, -6.07638], [-1.72056, -0.79667, 0.74003], [-0.79541, 6.53729, 3.97139], [5.81269, 3.39429, -6.01094], [0.33667, 8.59134, -8.17188], [-1.27268, 7.07720, 5.34433], [1.16698, 1.86213, 9.04096], [-9.76136, -9.41065, 2.91119], [6.52264, 2.29312, -6.75596], [-9.71212, -8.48976, 3.49226], [-8.15086, -7.16374, -0.22684], [9.91753, -5.56695, -2.16252], [1.33343, -5.19547, 3.19824], [-0.85187, 9.37922, 6.60079], [7.34999, 1.85740, -6.19584], [-2.66629, 8.96844, -5.71191], [0.23591, 2.78192, -1.42987], [-1.73976, 6.32258, 5.97717], [4.01273, 0.87869, 10.00963], [-2.75520, -4.12301, -3.49232], [-6.34703, -0.82632, -4.92660], [1.69423, 0.89197, 10.81406], [6.25981, 0.24507, -7.35950], [6.49346, 4.24827, 2.79138], [3.54498, -0.58255, -5.02295], [4.81517, -1.32671, -6.09926], [1.74547, -2.98396, 9.04035], [0.34119, -0.53227, 0.16653], [-2.94443, 7.28983, -6.18252], [-1.99701, 7.87813, 5.19612], [5.59054, 3.09217, -4.98747], [-2.12782, 7.57878, -4.63812], [8.60055, -4.65798, 0.43509], [-1.64859, 7.71142, -8.15303], [-9.27054, -4.01124, 6.05377], [-2.57798, -2.57385, 1.08399], [-0.22557, 8.21815, -10.03524], [1.25279, 9.49498, -6.37894], [-8.24593, -11.06196, 2.92723], [-5.70322, -3.76493, 6.36100], [-2.16950, -5.03806, -6.10948], [3.37569, -0.50391, -6.72150], [7.75235, 3.48374, -7.73871], [0.28401, 8.84498, 7.65757], [0.57244, -2.21139, 8.04203], [-4.69824, -0.16916, -7.95755], [10.36710, -4.33504, -1.06666], [4.86309, 1.30549, -7.78848], [-7.51746, 0.82555, -6.19776], [0.11446, 1.58386, 9.09451], [-0.77063, 8.45050, 2.65941], [8.53666, -1.95722, -1.64102], [-1.08411, -5.31478, -4.69562], [-3.98982, 0.23772, -5.73237], [-9.32807, -9.82100, 0.80547], [8.63426, -2.50707, -0.01228], [4.64290, 3.70587, 1.46925], [-0.37093, -1.04424, 2.42386], [-8.99166, -10.72746, 4.54181], [1.01524, 1.19511, -1.59867], [0.80538, 7.61078, -8.08880], [-0.81802, -0.57513, -1.21190], [-1.03235, -2.62682, 0.75406], [2.83779, -6.03557, 3.11712], [5.81729, 3.48883, 0.16673], [-1.47007, 0.40606, 2.62798], [-6.89115, -5.00832, 6.48925], [11.81835, -4.86927, -3.38263], [2.18822, -0.50392, 8.09501], [7.56229, -4.37392, -2.21958], [-11.65183, -9.67547, 2.36499], [-6.59407, -7.94585, 0.21864], [3.57507, 2.30949, 10.39365], [-0.42332, 1.61093, -2.55327], [-2.01450, -1.16246, 2.94541], [8.12555, -5.88315, -0.41471], [10.79720, -4.57145, -4.75235], [-7.25793, -2.39890, 4.91919], [-1.66508, 9.40235, -7.58318], [-2.23945, 5.02852, 3.77159], [2.19108, 9.63531, -7.87290], [-7.68757, -2.70636, 6.62052], [-1.52421, -3.63854, -5.32052], [-10.94062, -11.02915, 2.45707], [-1.45339, 5.45170, 2.41517], [4.94198, 3.85565, -6.47688], [11.81526, -3.25204, -4.16331], [0.26431, 7.10181, 2.16162], [6.51344, 4.21479, -5.85659], [2.82604, -4.33366, 3.58127], [-5.78239, 0.54864, -4.02692], [-0.01404, 9.76303, -9.69616], [0.67703, 8.15765, 3.47241], [1.41534, 1.94347, 7.98275], [6.28928, 3.45276, -8.39203], [0.71059, 10.61114, -7.46674], [3.09838, -0.94427, 9.60989], [-7.96699, -8.83369, -0.54071], [6.04807, 2.48914, 1.45446], [-7.84420, -9.64428, 3.80192], [-0.02096, -2.92192, 9.55032], [-4.98121, 1.52462, -6.24377], [7.07912, -2.56093, -0.71056], [-2.67780, -0.29038, 0.61564], [-6.89677, -5.28897, 4.16190], [-10.10529, -8.22252, 1.02435], [-0.00470, 5.81550, 4.17609], [1.22491, 2.84537, 9.50787], [-1.35185, 8.00824, 7.66830], [3.46653, -4.80158, 1.33410]], "atomic_forces_ev_per_a": [[-0.1, 0.3, 0.1], [-0.4, 0.8, -1.2], [1.0, 0.2, 0.8], [-0.4, 0.6, -0.3], [-0.9, -0.1, 2.6], [-0.6, 0.4, -1.0], [0.2, -0.7, 1.1], [0.2, -0.3, -1.7], [-0.7, -0.2, -1.1], [-0.4, -0.2, 0.3], [-0.3, 0.4, -0.2], [0.4, -1.4, -0.4], [-1.0, -0.5, 0.4], [1.1, 1.1, -0.8], [0.2, -0.9, 0.6], [-0.9, 0.9, -0.4], [0.4, 0.3, -0.1], [0.3, -1.1, 0.7], [-0.7, 0.4, -0.1], [1.8, -0.9, 0.3], [0.9, 1.2, 0.5], [0.4, -0.9, -0.2], [-0.2, -0.1, -0.7], [-0.7, -0.3, -0.3], [1.0, -0.5, -0.1], [0.7, 0.2, 0.4], [0.3, 0.4, -0.5], [-0.4, 0.7, -0.1], [-0.1, 0.4, 1.0], [0.1, -0.4, 0.7], [-1.7, 1.0, 2.5], [0.3, -1.0, 0.5], [-0.4, 0.1, -0.8], [-1.0, 1.5, -0.1], [0.4, -0.8, 2.2], [-0.2, 0.6, -0.7], [0.1, 0.0, -0.5], [0.9, -0.5, 1.8], [-0.9, 0.0, 1.3], [0.3, 0.5, 1.1], [0.6, -0.7, -0.9], [1.3, -0.2, -1.2], [0.7, 1.3, -0.7], [-0.1, 0.1, 0.9], [0.9, 0.0, -0.3], [0.0, 1.6, -0.5], [-0.4, -0.4, -1.0], [-0.4, 0.7, 0.4], [-0.1, 1.0, 1.5], [-0.4, 0.4, -0.3], [0.6, 0.3, 1.6], [0.4, -0.2, 0.3], [0.7, 0.7, -0.8], [-1.4, 0.3, -0.3], [1.3, -1.0, -0.6], [-1.3, -0.6, -1.0], [-1.0, 0.0, 0.3], [0.1, 0.4, 0.1], [-0.5, -0.2, -0.4], [-0.1, 0.3, -0.4], [-1.0, 0.3, 0.2], [0.2, 0.5, 0.1], [-0.1, 0.1, 0.4], [-0.1, -0.1, 0.2], [0.0, -0.4, -0.1], [0.7, -0.1, -0.2], [0.2, 0.0, 0.0], [0.1, -0.3, -0.2], [0.1, -0.5, 0.2], [-0.1, -0.1, -0.4], [0.2, 0.2, 0.1], [0.4, -0.2, 0.2], [-0.3, -0.5, 0.1], [-0.1, -0.6, 0.3], [0.2, -0.4, -0.1], [-0.2, -0.1, 0.0], [-0.3, 0.1, -0.2], [-0.5, -0.1, -0.1], [0.1, 0.3, -0.1], [0.0, 0.2, 0.5], [-0.3, 0.2, -1.0], [0.2, 0.0, 0.1], [-0.3, -0.1, 0.0], [0.0, -0.2, -0.5], [0.1, -0.7, 0.0], [-0.4, -0.3, -0.1], [0.8, -0.3, -0.7], [0.0, -0.3, 0.1], [0.2, 0.6, -0.5], [0.3, 0.2, -0.4], [0.3, -1.0, 0.3], [-0.3, 0.1, -0.3], [0.1, 0.2, 0.2], [0.6, 0.4, 0.0], [-0.1, -0.1, -0.2], [-0.1, -0.1, -0.1], [-0.1, -0.3, 0.1], [-0.7, -0.4, 0.1], [-0.4, 0.0, -0.2], [0.3, 0.1, -0.2], [-0.1, -0.7, 0.3], [-0.2, -0.2, -0.2], [0.4, -0.4, 0.1], [0.0, -0.3, 0.2], [0.3, 0.4, 0.2], [-0.4, -0.1, -0.3], [0.2, 0.2, -0.4], [-0.1, -0.2, 0.6], [0.0, -0.6, 0.1], [0.3, -0.6, -0.2], [0.1, -0.1, 0.4], [0.0, 0.8, -0.1], [0.6, 0.2, -0.3], [-0.2, -0.2, 0.0], [0.1, 0.2, 0.4], [-0.1, 0.0, 0.0], [0.1, 0.2, -0.3], [-0.7, 0.4, 0.2], [-0.1, 0.0, -0.1], [-0.7, 0.5, 0.1], [-0.7, -0.5, 0.3], [-0.4, -0.4, -0.4], [-0.3, -0.4, -0.3], [0.1, 0.0, -0.3], [0.1, -0.2, -0.1], [0.1, 0.5, -0.4], [0.1, -0.1, 0.2], [-0.1, 0.3, -0.1], [0.4, 0.5, 0.2], [0.9, -0.1, -0.1], [0.7, -0.5, 0.2], [-0.2, -0.2, -0.3], [-0.1, -0.5, -0.2], [0.0, 0.0, 0.2], [-0.1, 0.0, -0.2], [0.2, 0.2, -0.2], [0.1, 0.3, -0.1], [0.3, 0.1, -0.1], [0.0, 0.5, -0.6], [0.1, -0.4, 0.4], [0.3, 0.0, 0.1], [-0.1, 0.1, -0.2], [0.1, 0.3, -0.7], [0.2, -0.3, -0.4], [0.2, -0.5, 0.3], [-0.7, -0.4, 0.6], [0.2, -0.1, 0.1], [0.3, -0.2, 0.1], [-0.1, 0.3, -0.3], [0.0, 0.2, -0.4], [0.0, 0.1, -0.5], [-0.3, 0.1, 0.3], [-0.6, -0.1, 0.1], [0.3, 0.1, 0.2], [0.1, 0.2, -0.2], [0.1, 0.0, 0.3], [0.0, 0.0, 0.0]], "lowdin_charge": [-0.1176, -0.2128, -0.0582, -0.1170, -0.2029, -0.2082, -0.1941, -0.2010, -0.0683, -0.0675, -0.0590, -0.1988, -0.1296, -0.2021, 0.0270, 0.0246, 0.0268, 0.0101, 0.0320, 0.0211, 0.0232, -0.2488, -0.0617, -0.1065, -0.2556, -0.1080, -0.0706, -0.1744, -0.0874, -0.0556, -0.1288, -0.1841, -0.2479, -0.1694, -0.0600, -0.2047, -0.1430, -0.2121, -0.2700, -0.1814, -0.1818, -0.0602, -0.0651, -0.0640, -0.4341, -0.1377, -0.4496, -0.2396, -0.4132, -0.3766, -0.0828, -0.4536, -0.1947, -0.0895, -0.4132, -0.4217, 0.1296, 0.0820, 0.1130, 0.0774, 0.0848, 0.1372, 0.0815, 0.0782, 0.1202, 0.0566, 0.0737, 0.1153, 0.1349, 0.1177, 0.0723, 0.0831, 0.0838, 0.0831, 0.1199, 0.0802, 0.1203, 0.0743, 0.0877, 0.0642, 0.1210, 0.0858, 0.0677, 0.0657, 0.0740, 0.0741, 0.1177, 0.0779, 0.0796, 0.0614, 0.0879, 0.0799, 0.0840, 0.1136, 0.1203, 0.0835, 0.0767, 0.0717, 0.0763, 0.0773, 0.1104, 0.1141, 0.0732, 0.0786, 0.0688, 0.0744, 0.0760, 0.1388, 0.1134, 0.0637, 0.0731, 0.0742, 0.0698, 0.1172, 0.0800, 0.1241, 0.1356, 0.0595, 0.0881, 0.0762, 0.0761, 0.0628, 0.0679, 0.0809, 0.1271, 0.1231, 0.0563, 0.0803, 0.1143, 0.0731, 0.0692, 0.0546, 0.0845, 0.0838, 0.0644, 0.0725, 0.0734, 0.1183, 0.0676, 0.0666, 0.0805, 0.0608, 0.0776, 0.1134, 0.0781, 0.0744, 0.0639, 0.0909, 0.1100, 0.0771, 0.1318, 0.0817, 0.1217, 0.1231, 0.0756, 0.0901, 0.0755], "total_charge": 0, "lumo_ev": 0.23, "smiles": "COC[C@H](C)N.COC[C@H](C)N.COC[C@H](C)N.COC[C@H](C)N.COC[C@H](C)N.COC[C@H](C)N.COC[C@H](C)N.OCCO.OCCO.CO.CO.CO", "homo_lumo_gap_ev": 9.589}